No. 1
Below is a single C12H14O2 molecule, with properties calculated with the ωB97M-V functional and the def2-TZVPD basis.

Calculated values
Energy relative to the best compared isomer or geometry (same formula, charge and spin) in kJ/mol: 282.84
Structure (SMILES): C=CCOc1ccccc1OCC=C
HOMO level in eV: -8.826

Geometry (Å):
C -3.0710 0.6699 -0.9894
C -3.0548 0.1973 0.2401
C -1.8511 -0.5598 0.6096
O -1.1841 -1.1227 -0.6164
C 0.1136 -1.5596 -0.2412
C 0.4215 -2.9690 -0.3734
C 1.7229 -3.4189 -0.1654
C 2.5928 -2.4775 0.4893
C 2.2192 -1.1869 0.7541
C 1.0542 -0.6225 0.2729
O 0.6239 0.6582 0.7015
C 0.9194 1.5929 -0.3440
C 0.2161 2.8009 -0.0156
C 0.7406 4.0552 -0.1031
H -2.3173 0.4118 -1.6955
H -3.9833 1.1871 -1.5218
H -3.7450 0.4326 1.1375
H -1.2188 0.0806 1.2788
H -1.9740 -1.5718 1.2932
H -0.2302 -3.6397 -1.0074
H 2.0813 -4.4899 -0.3794
H 3.5113 -2.8806 0.7355
H 2.7254 -0.5070 1.5740
H 2.0389 1.6529 -0.4045
H 0.4513 1.3083 -1.3779
H -0.8071 2.6098 0.1922
H 1.8077 4.4085 -0.3357
H 0.1967 4.9399 0.2921

Forces on atoms 1 to 6 (eV/Å):
-3.5 1.3 -1.8
-0.5 0.3 1.5
1.0 -3.5 1.9
1.4 0.6 2.3
-0.8 -0.3 -0.6
-0.1 0.7 -2.3

---

No. 2
Below is a molecular structure, C12H15B2F17O6Sn, with properties calculated with the ωB97M-V functional and the def2-TZVPD basis.

Calculated values
Energy relative to the best compared isomer or geometry (same formula, charge and spin) in kJ/mol: 196.79
HOMO level in eV: -10.559

Geometry (Å):
Sn 2.8296 0.3309 3.6188
B 5.0682 -0.2707 1.0921
F 4.1222 -1.1733 1.4454
F 5.5561 0.3521 2.2376
F 6.0771 -0.8958 0.4304
F 4.4454 0.6594 0.2738
B 0.7815 -0.4129 0.9900
F 1.3180 -1.7011 1.0794
F 0.1080 -0.1073 2.1260
F 1.7950 0.5254 0.8219
F -0.0795 -0.2900 -0.0560
C -2.9410 -0.6689 3.1429
C -1.9346 -0.8053 4.2396
O -1.5393 -2.1883 4.1403
C -0.2376 -2.6066 4.1046
O 0.6458 -1.8441 4.4083
C -0.0556 -4.0763 3.6995
F 1.0944 -4.2868 3.0298
F -0.0089 -4.8376 4.7894
F -1.0763 -4.4709 2.8954
H -3.2445 0.3661 2.9855
H -3.8871 -1.1815 3.3167
H -2.5053 -0.9642 2.1883
H -2.4741 -0.5410 5.1491
H -1.1306 -0.0922 4.0574
C -1.1293 3.8649 0.1686
C -0.0164 2.9376 -0.3065
O 0.7290 3.6623 -1.2149
C 1.6693 3.0363 -1.9661
O 2.0856 1.8884 -1.8802
C 2.2386 3.9906 -3.1001
F 1.8070 5.3073 -3.0296
F 3.5233 4.0956 -2.9567
F 2.1173 3.4619 -4.3131
H -0.7486 4.8087 0.5590
H -1.7142 3.3938 0.9585
H -1.8501 4.0684 -0.6234
H -0.3991 2.0154 -0.7437
H 0.4852 2.5563 0.5828
C -1.6073 0.2097 -5.2082
C -1.0528 -0.1146 -3.8655
O -1.8120 -1.1986 -3.3790
C -1.2123 -2.1691 -2.6285
O -0.0304 -2.1528 -2.3016
C -2.1139 -3.2241 -1.9849
F -2.0404 -3.2384 -0.6331
F -3.4089 -2.9379 -2.2110
F -1.7774 -4.3919 -2.4477
H -1.8846 -0.6860 -5.7641
H -0.9357 0.8911 -5.7304
H -2.5248 0.7312 -4.9358
H -1.1127 0.7746 -3.2379
H -0.0112 -0.3999 -4.0132

Forces on atoms 1 to 6 (eV/Å):
0.0 -1.6 -3.6
0.9 0.9 -2.9
-2.5 -1.5 2.4
-0.4 0.9 2.3
0.8 -0.4 -0.1
0.0 0.8 0.2

---

No. 3
Below is a single C12H15BrN6O2 molecule, with properties calculated with the ωB97M-V functional and the def2-TZVPD basis.

Calculated values
Structure (SMILES): C=CCOc1c(Br)cc(CNn2nnnc2N)cc1OC
HOMO level in eV: -8.396

Geometry (Å):
C -2.9689 -2.9789 -2.1406
C -2.4373 -2.2800 -1.1567
C -3.1186 -2.0326 0.1560
O -3.1964 -0.6496 0.4774
C -2.0776 0.1079 0.5620
C -2.2259 1.4409 0.1847
Br -3.9377 1.9787 -0.4194
C -1.1895 2.3522 0.2070
C 0.0551 1.9354 0.6470
C 1.2576 2.8266 0.5089
N 1.9210 2.6191 -0.7959
N 2.2459 1.2950 -0.9925
N 1.4639 0.3681 -1.5784
N 2.0592 -0.7397 -1.4770
N 3.2141 -0.6315 -0.8236
C 3.3434 0.6430 -0.5168
N 4.3114 1.2438 0.2166
C 0.2226 0.6229 1.0740
C -0.8137 -0.3000 1.0387
O -0.6767 -1.5925 1.4445
C 0.6223 -2.1068 1.6455
H -3.9482 -3.4216 -2.0586
H -2.4424 -3.1451 -3.0644
H -1.4548 -1.8380 -1.2611
H -2.6037 -2.5798 0.9544
H -4.1635 -2.3504 0.1164
H -1.3547 3.3648 -0.1267
H 1.9990 2.6103 1.2827
H 0.9888 3.8818 0.5526
H 1.2887 2.8901 -1.5477
H 5.1642 0.7136 0.2961
H 4.4256 2.2319 0.0466
H 1.1888 0.3161 1.4449
H 1.0949 -1.6692 2.5304
H 1.2558 -1.9515 0.7677
H 0.4875 -3.1752 1.8052

Forces on atoms 1 to 6 (eV/Å):
0.0 -0.1 -0.1
-0.1 0.3 0.3
0.0 -0.7 0.0
0.2 0.2 0.4
0.0 0.1 -0.1
-0.3 -0.2 -0.1

---

| no. | E_LUMO (eV) | Kohn-Sham gap (eV) | largest force on an atom (eV Å⁻¹) |
| --- | --- | --- | --- |
| 1 | 0.942 | 9.77 | 4.2 |
| 2 | -4.837 | 5.72 | 4.2 |
| 3 | 0.591 | 8.99 | 1.5 |